CHIS2 | wB97M-V/def2-TZVPD

XYZ file:
```
5
Properties=species:S:1:pos:R:3:forces:R:3
I 3.40554 0.02064 -0.07433 0.15 0.55 -0.04
S 0.36214 2.34192 -0.12702 -0.90 -2.28 0.04
S 1.66128 -1.48052 -0.22662 -0.85 0.46 0.31
C -0.33221 0.99900 0.19981 1.43 5.02 -1.30
H -0.12419 0.14316 0.71306 0.16 -3.75 0.99
```
Positions in Å, forces in eV/Å.

max |F| = 0.105 Eh/bohr
HOMO level (alpha / beta) = -7.8 / -7.8 eV
net charge = 0
energy = -1132.623181 hartree
lowest unoccupied orbital energy (alpha / beta) = -2.88 / -2.88 eV
spin multiplicity = 1

Löwdin population analysis, charges in e, atoms 1 to 4:
1 I 0.1846
2 S 0.8043
3 S -0.3961
4 C -0.4622